No. 1
The following is a quantum chemistry calculation of a molecular structure, C15H28F6FeNO3P2 in a non-equilibrium geometry, from the Open Molecules 2025 dataset.

Each line ends with the Mulliken charge.
Positions of all 56 atoms, in Å:
H 1.13383 -5.10833 -0.79827  0.306
F 1.98819 -0.25366 3.99830  -0.244
H 0.22307 -0.43910 -0.94697  1.145
C -2.35810 -2.09970 -0.28281  -1.203
H 3.24825 -0.17138 -1.29622  0.377
O -0.69277 -3.30855 -5.09537  -0.614
C 0.92106 2.25042 -2.33413  0.570
H 2.29628 1.45619 2.45654  0.119
H 2.86291 2.86005 -1.59919  0.408
H -3.25826 -2.37078 -0.84980  0.447
H 3.35559 2.61534 1.58364  0.462
H -1.43018 -2.21806 3.25756  0.354
C 0.84782 -0.95677 4.22978  0.659
H 0.35978 2.33223 -5.66216  0.364
F 1.05292 -2.20967 3.72753  -0.258
C -0.78456 1.07630 4.16342  0.706
H -3.17132 0.66346 1.26610  0.250
H -4.29224 0.11377 -0.03153  0.415
F -1.80862 1.63001 3.44377  -0.222
H 1.60937 2.96449 1.81345  0.373
F -1.20835 0.97656 5.45915  -0.273
O 1.78756 -5.11538 -0.11462  -0.625
C -1.92033 -0.04495 -2.36324  -0.967
N -0.17953 1.55759 -1.99977  0.200
P -1.99994 -0.35532 -0.61918  1.341
H -2.51742 -0.80529 3.30947  0.309
C 2.35050 2.17684 1.63057  -1.032
H 4.27862 1.12195 -0.59983  0.441
H 1.00076 -0.42775 -0.79768  -0.942
H -3.33737 1.62045 -0.23581  0.372
H -2.59753 -0.56527 -3.04202  0.407
P 1.96972 1.33825 0.08141  0.914
C -0.84493 1.26872 -4.23784  -0.895
O -0.13262 -0.11770 2.22718  -1.391
Fe 0.02608 0.14465 0.43283  -0.045
H -1.07975 -4.17095 -5.06021  0.303
C 0.20699 2.08648 -4.61275  -0.589
C 1.85375 2.65466 -1.21432  -1.210
F 0.70071 -1.07716 5.58513  -0.272
H 3.73700 -0.25618 0.41776  0.374
C 3.45670 0.42216 -0.39777  -1.449
C -1.02883 0.91600 -2.88148  1.006
C -1.61609 -1.25385 3.74440  -1.741
F 0.24343 1.96247 4.12357  -0.228
H -1.52610 0.82603 -4.96433  0.400
H -1.76538 -1.40326 4.81777  0.460
C -0.42607 -0.32494 3.51039  0.625
H 0.26494 -3.47591 -5.03324  0.315
C 1.09894 2.59427 -3.66125  -0.478
H -2.52315 -2.23635 0.79713  0.276
H -0.25985 1.28764 -0.97971  -0.116
H 1.92830 3.25046 -3.91645  0.428
H -1.50655 -2.71839 -0.60165  0.286
H 1.30256 -4.85171 0.68218  0.318
H 1.49109 3.56542 -0.70773  0.350
C -3.33089 0.60349 0.17822  -1.283

Max |F| in hartree/bohr: 0.0734
<S²>: 8.812
Frontier orbital gap (alpha / beta) in eV: 5.07 / 5.11
LUMO energy (alpha / beta) in eV: 0.172 / -1.739
Energy relative to the best compared isomer or geometry (same formula, charge and spin) in eV: 0.0000
2S+1: 6

***

No. 2
The following is a quantum chemistry calculation of 9 unconnected molecules or ions with the total composition C15H28F6N3O21S2 in a non-equilibrium geometry, from the Open Molecules 2025 dataset.

Each line ends with the Mulliken charge.
Positions of all 75 atoms, in Å:
H 2.95061 -5.14285 -2.99868  0.323
H -6.55539 2.59663 4.85850  0.351
O -4.17710 -2.82479 -5.77734  -0.658
H 2.86463 0.90842 0.00527  0.386
H -5.11796 2.39819 5.78144  0.262
H 1.44133 -5.32002 1.40268  0.394
O 6.43928 -0.48951 -1.31424  -0.701
O -0.40464 -7.60088 1.24523  -0.545
H 2.68969 1.85016 1.48621  0.277
C -4.94033 2.19828 3.59478  0.720
H 6.82492 3.16446 -0.40866  0.250
H -4.80820 2.12216 1.01941  0.287
O 1.32632 -6.24571 1.64396  -0.502
H 1.74861 2.22701 0.03776  0.352
H -5.44037 3.87194 0.72939  0.290
F -1.85815 0.01495 -6.60419  -0.237
F 6.64766 -2.65424 -4.28597  -0.269
O -3.79613 1.81122 3.45243  -0.687
C -6.78333 5.65161 3.87274  0.757
H 4.96943 1.25068 -0.04875  0.191
O 0.27915 -2.16972 -1.33719  -0.792
C -4.91588 3.13206 1.39328  -0.901
C -2.89153 -2.95437 0.54834  0.790
O 3.61454 4.05835 -0.22374  -0.783
C 2.60779 -4.81340 -2.00500  -0.989
C 5.94335 2.84967 -1.00354  -0.855
H 0.56407 -3.74010 0.98324  0.109
O 3.39526 6.30807 2.60657  -0.524
H -3.89507 3.32712 1.56767  0.334
H 5.51243 3.76170 -1.41100  0.311
O 1.74144 5.68314 3.94547  -0.435
C 2.36322 5.73175 2.74904  0.693
C 0.03336 -6.56548 1.63753  0.770
C 3.75753 2.87442 -0.01555  0.916
F 8.03456 -1.34207 -3.27742  -0.250
H 3.39425 -4.20021 -1.64884  0.346
O -2.21756 -1.77461 0.45755  -0.414
O -3.11546 -2.34741 -7.87796  -0.688
O 5.91070 -2.81289 -1.44387  -0.724
N -5.62815 2.85998 2.64228  -0.170
C 2.69998 1.87544 0.41211  -1.186
O -7.65240 4.96537 3.31807  -0.740
C 1.40935 -3.40459 0.41701  -0.859
H 1.71741 -2.40655 0.84526  0.063
S 5.78217 -1.51416 -2.03707  1.229
H 2.49015 -5.65318 -1.31346  0.312
C -5.61409 2.05946 4.92120  -1.013
H -5.93758 1.02262 5.06215  0.273
H -1.68465 -5.68956 2.01358  0.331
O -4.59203 -0.75253 -6.95495  -0.662
H 0.84095 5.60571 3.82603  0.322
C 6.73776 -1.48723 -3.57678  0.602
O -0.72096 -5.61326 2.16994  -0.434
C -2.26596 -0.99151 -5.82070  0.569
S -3.70086 -1.81755 -6.67296  1.126
O -4.10827 -2.78004 1.06886  -0.475
F 6.30168 -0.58311 -4.40150  -0.226
H -4.31076 -1.91647 1.44251  0.348
N 1.42957 -3.99667 -1.95877  -0.067
H 2.29371 5.09241 0.94480  0.367
N 4.88817 2.19482 -0.31447  -0.108
H 6.28875 2.10170 -1.68400  0.234
H -1.33231 -1.84786 0.03821  0.306
H -5.25234 5.74398 5.03608  0.251
F -2.57368 -0.44776 -4.58748  -0.230
O 4.41850 -1.22407 -2.42483  -0.663
H -6.33765 3.55197 2.95921  0.219
O -5.84758 4.97660 4.87942  -0.488
H 2.31117 -4.01560 0.39701  0.508
O 1.70034 5.20862 1.68827  -0.412
C 1.02359 -3.09916 -1.03362  0.798
F -1.19418 -1.80193 -5.60093  -0.221
H 1.00418 -3.75862 -2.83493  0.255
O -2.42118 -4.02030 0.20070  -0.574
O -6.29984 6.76929 3.59722  -0.742

Max |F| in hartree/bohr: 0.0664
Net charge: -3
Frontier orbital gap in eV: 7.87
LUMO energy in eV: 4.929
Energy relative to the best compared isomer or geometry (same formula, charge and spin) in eV: 0.2625